DFT (ωB97M-V with the def2-TZVPD basis set) results for a cluster of 2 separate species, C2H2NO2P in total in a non-equilibrium geometry.

energy relative to the best compared isomer or geometry (same formula, charge and spin)	490.3	kJ/mol
gap between HOMO and LUMO	9.388	eV
HOMO energy	-0.3561	Eh

XYZ file:
```
8
Properties=species:S:1:pos:R:3:nbo_charge:R:1
H 0.57057 -0.95982 -0.84400 0.495
N -2.01000 -0.94689 -0.00596 -0.268
C 1.58130 1.47950 0.48793 -0.380
O 1.25668 -0.89362 -0.17928 -0.636
O -2.12592 -2.08348 0.37044 -0.351
C 1.28780 0.39526 0.07740 0.266
H 1.40752 2.58516 0.64132 0.251
P -1.96794 0.42389 -0.54785 0.623
```


DFT (ωB97M-V with the def2-TZVPD basis set) results for the molecule C4H8O2.

energy relative to the best compared isomer or geometry (same formula, charge and spin)	165.0	kJ/mol
gap between HOMO and LUMO	10.654	eV
HOMO energy	-0.3600	Eh

XYZ file:
```
14
Properties=species:S:1:pos:R:3:nbo_charge:R:1
C -1.22959 0.33467 -0.23502 -0.434
H 1.69341 -0.21092 -0.95483 0.174
H -1.96253 0.47464 -1.03618 0.208
H -1.74558 0.39852 0.72877 0.215
H 0.20500 1.52640 -1.39740 0.216
O -0.48538 -1.88435 0.70665 -0.712
H 0.16735 2.07415 0.26879 0.211
C 0.05034 1.19097 -0.37192 -0.442
H -0.41988 -1.42860 -1.28609 0.167
H 1.32524 0.46436 1.66640 0.478
O 1.57466 -0.25410 1.07191 -0.723
C 0.93585 -0.05906 -0.17851 0.072
H 0.23784 -1.68879 1.32654 0.485
C -0.34672 -0.93790 -0.30911 0.084
```


DFT (ωB97M-V with the def2-TZVPD basis set) results for a cluster of 3 separate species, C26H47N4O2 in total in a non-equilibrium geometry.

gap between HOMO and LUMO (spin up / spin down)	6.497 / 7.148	eV
2S+1	3
expectation value of S²	2.01
net charge	+1
HOMO energy (spin up / spin down)	-0.4090 / -0.4329	Eh

XYZ file:
```
79
Properties=species:S:1:pos:R:3:lowdin_spin:R:1
C -0.74264 -1.06292 -2.41545 0.000
H 2.40102 6.36431 -3.31330 0.001
H 1.20830 1.14700 -2.01929 0.000
H 6.16382 2.12512 -3.22402 -0.001
H 0.86611 1.56383 -0.20499 0.000
H 5.55977 4.43539 -2.39440 0.003
H -3.96040 -4.15337 1.69408 -0.001
H -3.68786 -0.91512 0.91265 0.000
C -4.89529 -5.09739 4.14357 0.014
C -5.37559 -3.46312 5.99518 0.014
H -2.23685 -4.08030 2.11446 0.000
H -2.94736 -2.32402 7.56300 0.000
N -3.13605 -1.77975 -1.24114 0.000
C -4.35585 -1.17188 5.93034 -0.001
H 4.56854 6.52274 -4.39293 0.000
C 3.08354 5.51460 -3.18090 0.013
H -3.10084 -4.02164 7.17580 0.000
C 2.27936 4.82313 -5.50831 0.002
H -5.60106 -3.39870 7.06773 0.001
C -0.46196 -0.14446 -1.07894 0.000
H 4.77933 5.09665 -6.08983 0.000
H 2.49309 4.05834 -6.26536 0.001
C -1.54766 -0.06154 0.16585 0.000
H 3.68313 -0.22471 -2.25466 0.000
C -5.35131 -4.93461 5.58725 0.001
C -4.06196 -2.69002 5.68209 0.022
H 3.01275 5.22842 -2.12452 0.002
H 1.21335 5.05363 -5.61849 0.000
H 6.49366 5.19197 -3.66954 0.001
O -4.29327 -2.23665 3.38688 0.582
C 0.97044 0.68453 -0.97102 0.000
C -3.18656 -4.56683 2.35277 -0.001
C -2.40616 -5.20177 4.57935 0.001
H 7.11433 2.83476 -4.51534 0.000
H -5.19897 -0.80355 5.33399 -0.001
H 1.32478 3.53584 -2.45085 -0.001
N 2.03513 -1.01134 0.78207 0.000
H 6.35278 4.35821 -6.05261 0.000
H 4.96056 3.40431 -6.57036 0.001
N 3.66260 3.24003 -4.18331 0.328
H -2.40897 -2.58294 -3.36837 0.000
C -2.92256 -0.94864 0.00470 0.000
H 0.50203 4.61105 -3.55959 0.000
H 4.79402 6.71544 -2.66787 0.001
H -4.70768 -5.50604 6.26160 0.000
H -5.66853 -4.68779 3.47935 0.003
C 3.29196 -1.01551 -1.48395 0.000
H -2.57397 -5.34494 5.64601 0.000
H -3.47818 -0.55393 5.70615 0.000
C 5.08083 3.68475 -4.39263 0.023
H -3.09072 -5.62568 2.08208 0.000
C 5.49039 4.82199 -3.42036 0.014
H -2.31752 -6.21201 4.16113 0.000
H 0.04898 -1.14254 -3.29860 0.000
H -1.43566 -4.71039 4.45045 0.001
H 4.15058 -1.48707 -0.81711 0.000
C 2.63037 4.32584 -4.07691 0.023
C 2.09377 -0.45350 -0.48963 0.000
C 1.26140 3.82139 -3.50754 -0.001
C 6.10082 2.50946 -4.24967 -0.001
H -4.04007 -2.33272 -1.30181 0.000
C -3.53416 -4.40625 3.86787 0.024
O 3.62112 2.48883 -2.99484 0.589
C 4.51190 5.98853 -3.44060 0.001
H -4.83291 -6.16762 3.90640 0.001
C 5.29138 4.16455 -5.85443 0.001
H -6.35911 -5.35454 5.70158 0.001
H 2.80712 -1.93525 -2.06898 0.000
C -2.18799 -1.90448 -2.41652 0.000
N -3.52487 -2.97126 4.30796 0.333
C -2.96299 -3.03382 6.72778 0.002
H 2.81390 5.73728 -5.78052 0.000
H -1.95890 -2.99004 6.28778 0.001
H -1.26302 0.60555 1.08626 0.000
H 5.83870 1.67982 -4.91182 0.000
H -4.62864 -0.99309 6.97750 0.000
H -6.21676 -2.98622 5.47763 0.002
H 0.88560 2.96200 -4.07558 0.000
H 1.21967 -0.60935 1.31762 0.000
```


DFT (ωB97M-V with the def2-TZVPD basis set) results for the ion C7H7BrClN3 with charge +2 in a non-equilibrium geometry.

energy relative to the best compared isomer or geometry (same formula, charge and spin)	190.4	kJ/mol
gap between HOMO and LUMO (spin up / spin down)	6.669 / 6.658	eV
2S+1	3
expectation value of S²	2.08
net charge	+2
HOMO energy (spin up / spin down)	-0.6168 / -0.6678	Eh

XYZ file:
```
19
Properties=species:S:1:pos:R:3:nbo_charge:R:1
C -2.24399 0.21451 0.19678 -0.139
H 1.10766 0.96831 -2.37542 0.262
N -0.45648 1.35145 1.55337 -0.488
H -2.88816 -1.95609 0.37888 0.298
Cl -0.49989 -3.49512 0.13473 0.282
H 2.59302 0.38008 -1.56985 0.252
C 0.92509 1.33741 1.34014 -0.029
N 0.20966 -1.26409 -0.55309 -0.071
Br -3.89886 1.17262 -0.39798 0.306
H -0.73676 1.92405 2.41223 0.501
N 0.88925 -0.21709 -0.64009 -0.088
C 1.59511 0.03906 -1.85216 -0.457
H 2.53911 0.37888 0.53325 0.252
C 1.51435 0.45255 0.49199 -0.011
C -2.07940 -1.23749 0.29064 -0.085
H 1.69204 -0.80724 -2.61241 0.287
H 1.71285 1.73276 2.03996 0.303
C -0.80260 -1.86358 0.05092 0.170
C -1.17200 0.88899 0.57810 0.456
```